[1]
Here is a molecular structure, C6H12O in a non-equilibrium geometry from OMol25. Energies are from ωB97M-V/def2-TZVPD.

Geometry (Å):
C 1.919395 -0.892756 -0.193447
C 1.064847 0.172402 0.462815
O 1.079585 0.495781 1.822381
C 0.256289 1.181567 -0.248304
C -1.242175 1.106448 0.132024
C -1.833381 -0.353387 0.100920
C -1.076722 -1.211465 -0.812509
H 2.348046 -0.356078 -1.058116
H 1.445951 -2.160173 -0.658119
H 2.728796 -1.254818 0.438429
H 1.873659 0.987446 2.102477
H 0.581004 2.199565 0.051230
H 0.392712 1.057021 -1.328219
H -1.378934 1.509360 1.140180
H -1.794133 1.728954 -0.576935
H -2.891693 -0.246614 -0.182677
H -1.804684 -0.784710 1.113012
H -1.447880 -1.382484 -1.825063
H -0.273563 -1.842521 -0.492833

Atoms 1-2, force components in eV/Å:
C -0.651 -1.622 -0.537
C 0.459 -0.283 0.317

Values from the calculation:
charge: 0
frontier orbital gap (spin up / spin down): 8.284 / 7.834 eV
energy relative to the best compared isomer or geometry (same formula, charge and spin): 5.465 eV

[2]
Here is 2 unconnected molecules or ions with the total composition C6H12O from OMol25. Energies are from ωB97M-V/def2-TZVPD.

Geometry (Å):
C -1.014226 1.005048 1.900032
C 0.235420 0.908281 1.447827
O 0.749841 1.395466 0.295904
C -0.119539 2.186219 -0.484700
H -1.261315 0.541837 2.848379
H -1.816663 1.491855 1.356869
H 1.008942 0.383984 2.002127
H -0.425042 3.083258 0.070120
H -1.016345 1.625068 -0.778649
H 0.438320 2.475145 -1.376972
C -0.497783 -2.062869 0.212991
C 0.663133 -1.913963 -0.416690
C 0.832274 -1.281385 -1.766486
H -1.432404 -1.718459 -0.226855
H -0.561889 -2.512670 1.200349
H 1.576519 -2.258255 0.070536
H 1.218571 -2.004504 -2.495584
H -0.121489 -0.895093 -2.142583
H 1.543675 -0.448963 -1.716616

Atoms 1-2, force components in eV/Å:
C 0.072 0.041 -0.062
C -0.081 -0.041 0.218

Values from the calculation:
charge: 0
frontier orbital gap: 9.822 eV
SMILES: C=COC.C=CC
energy relative to the best compared isomer or geometry (same formula, charge and spin): 2.186 eV

[3]
Here is 2 unconnected molecules or ions with the total composition C6H12O from OMol25. Energies are from ωB97M-V/def2-TZVPD.

Geometry (Å):
C -0.765888 1.393578 0.363283
C -0.645923 0.094131 0.593400
C -0.292921 -0.844995 1.657848
C 0.212313 -1.026027 0.217471
C 1.623897 -0.631397 -0.152136
C 1.752526 -0.309192 -1.640118
H -1.109055 2.077180 1.136368
H -0.568687 1.826524 -0.613062
H -0.991386 -1.591100 2.031380
H 0.397241 -0.452436 2.399856
H -0.186366 -1.898515 -0.304462
H 1.879602 0.258634 0.439305
H 2.323939 -1.425065 0.130326
H 1.469812 -1.172117 -2.253868
H 2.780687 -0.035171 -1.897541
H 1.099844 0.525249 -1.925427
O -3.097262 1.188669 -0.431286
H -2.532501 0.441804 -0.163763
H -3.349874 1.580245 0.412428

Atoms 1-2, force components in eV/Å:
C 0.470 -0.162 0.207
C 0.619 0.492 0.140

Values from the calculation:
charge: 0
frontier orbital gap: 10.206 eV
SMILES: C=C1C[C@@H]1CC.O
energy relative to the best compared isomer or geometry (same formula, charge and spin): 2.665 eV

[4]
Here is 2 unconnected molecules or ions with the total composition C6H12O from OMol25. Energies are from ωB97M-V/def2-TZVPD.

Geometry (Å):
C -2.032882 0.405732 -0.936468
C -0.884713 -0.488710 -1.400819
C -0.233351 -1.266863 -0.289701
C 1.070250 -1.514487 -0.190227
C 1.662791 0.323413 1.304826
C 1.040097 1.569567 0.744064
O 1.063150 0.065130 2.456090
H -2.491800 0.931173 -1.779539
H -1.693524 1.156963 -0.216945
H -2.816869 -0.185675 -0.451449
H -0.127378 0.103471 -1.929164
H -1.274528 -1.203688 -2.137486
H -0.906788 -1.685648 0.458613
H 1.797137 -1.109603 -0.887462
H 1.484139 -2.146794 0.587666
H 1.794329 2.328371 0.982813
H 0.085694 1.877145 1.187735
H 0.963822 1.545252 -0.347820
H 1.500425 -0.704749 2.845272

Atoms 1-2, force components in eV/Å:
C -0.079 0.067 0.070
C 0.056 -0.007 -0.056

Values from the calculation:
charge: 0
frontier orbital gap: 8.746 eV
energy relative to the best compared isomer or geometry (same formula, charge and spin): 3.736 eV

[5]
Here is 2 unconnected molecules or ions with the total composition C6H12O from OMol25. Energies are from ωB97M-V/def2-TZVPD.

Geometry (Å):
C -0.818120 -2.428971 -1.225787
C -0.750077 -1.223915 -0.329170
C -1.500111 -0.219288 -0.761342
O -1.988693 0.852698 -0.096251
H 0.108376 -2.742195 -1.711974
H -1.562131 -2.280570 -2.022932
H -1.236075 -3.219741 -0.602782
H -0.396162 -1.274525 0.703956
H -1.810684 -0.268394 -1.797503
H -1.290027 1.157994 0.493354
C 1.141398 0.439406 1.891157
C 0.885888 1.543670 1.190513
C 1.429475 1.784531 -0.195246
H 1.704936 -0.387491 1.460290
H 0.852516 0.337187 2.932885
H 0.408177 2.377246 1.708196
H 0.794511 1.508522 -1.050052
H 2.348175 1.202143 -0.276028
H 1.678627 2.841692 -0.311285

Atoms 1-2, force components in eV/Å:
C 0.048 -0.336 -0.005
C -0.672 0.106 -0.109

Values from the calculation:
charge: 0
frontier orbital gap: 9.745 eV
SMILES: C/C=C/O.C=CC
energy relative to the best compared isomer or geometry (same formula, charge and spin): 2.210 eV

[6]
Here is a single C6H12O molecule in a non-equilibrium geometry from OMol25. Energies are from ωB97M-V/def2-TZVPD.

Geometry (Å):
C -1.939982 1.429293 -0.512923
C -0.389908 1.433722 -0.644375
C 0.312170 0.136845 -0.031656
O -0.658771 -0.399269 0.789167
C -0.304551 -1.526986 1.526249
C 1.238846 -0.493600 -1.007933
C 1.935377 -0.584246 0.299325
H -2.411628 0.531119 -0.932956
H -2.263562 1.500936 0.527908
H -2.374411 2.285597 -1.051299
H -0.178530 1.446104 -1.727307
H -0.022074 2.387726 -0.256660
H -0.190778 -2.389667 0.853178
H -1.100638 -1.689607 2.255032
H 0.655667 -1.344264 2.026205
H 1.034728 -1.364850 -1.619371
H 1.674036 0.329732 -1.569271
H 2.854418 -0.042948 0.509528
H 2.129593 -1.645634 0.567158

Atoms 1-2, force components in eV/Å:
C 0.090 -0.044 0.133
C 0.262 0.130 0.190

Values from the calculation:
charge: 0
frontier orbital gap: 9.333 eV
SMILES: CCC1(OC)CC1
energy relative to the best compared isomer or geometry (same formula, charge and spin): 3.951 eV

[7]
Here is a single C6H12O molecule from OMol25. Energies are from ωB97M-V/def2-TZVPD.

Geometry (Å):
C -1.774752 1.215489 -0.048378
C -0.400602 0.578138 0.155077
O 0.425836 1.609137 0.724662
C -0.153018 -0.682991 1.009489
C 1.300113 -0.984490 0.592601
C 1.150434 -1.060522 -0.926936
C 0.135729 0.073587 -1.218064
H -2.257784 1.532226 0.881723
H -2.462297 0.584318 -0.619650
H -1.588682 2.124626 -0.635029
H 0.416362 1.445801 1.680894
H -0.292411 -0.538377 2.088781
H -0.811784 -1.502773 0.693053
H 1.905482 -0.101992 0.823322
H 1.769502 -1.850275 1.065162
H 0.729793 -2.037483 -1.202269
H 2.090403 -0.951560 -1.475903
H -0.730076 -0.331292 -1.755787
H 0.547753 0.878431 -1.832748

Atoms 1-2, force components in eV/Å:
C -0.065 -0.095 0.040
C -0.112 -0.227 -0.253

Values from the calculation:
charge: 0
frontier orbital gap: 11.009 eV
SMILES: CC1(O)CCCC1
energy relative to the best compared isomer or geometry (same formula, charge and spin): 0.383 eV

[8]
Here is 2 unconnected molecules or ions with the total composition C6H12O from OMol25. Energies are from ωB97M-V/def2-TZVPD.

Geometry (Å):
C 1.588760 -0.659100 1.604128
C 2.058877 0.418029 1.067710
C 2.719842 -0.856471 0.636173
H 0.868834 -1.143827 2.245555
H 2.025337 1.488207 0.936165
H 2.514100 -1.235122 -0.367316
H 3.716014 -1.101747 1.014408
C -2.663056 0.498359 0.017739
C -1.208234 0.763562 -0.358089
C -0.522471 -0.455324 -0.965144
O 0.730217 -0.143389 -1.542819
H -3.227219 0.127352 -0.846266
H -2.744621 -0.249812 0.814426
H -3.152808 1.412288 0.368220
H -0.633940 1.095783 0.515098
H -1.167470 1.583294 -1.090728
H -1.185601 -0.932115 -1.705580
H -0.314293 -1.200833 -0.189242
H 0.597727 0.590869 -2.154434

Atoms 1-2, force components in eV/Å:
C 0.018 0.264 0.012
C -0.135 -0.116 0.218

Values from the calculation:
charge: 0
frontier orbital gap: 10.121 eV
SMILES: C1=CC1.CCCO
energy relative to the best compared isomer or geometry (same formula, charge and spin): 3.391 eV

[9]
Here is a single C6H12O molecule from OMol25. Energies are from ωB97M-V/def2-TZVPD.

Geometry (Å):
C -2.088154 -0.953346 0.001295
C -1.455165 0.417383 0.130129
C -0.694528 0.938469 -1.060462
C 0.023406 0.703304 0.235653
C 1.106612 -0.330955 0.406273
C 2.386576 0.094694 -0.290952
O 1.424149 -0.488966 1.783080
H -1.395609 -1.678645 -0.438379
H -2.962205 -0.897830 -0.661068
H -2.434435 -1.354717 0.958844
H -2.044847 1.126238 0.705944
H -0.531162 0.199882 -1.845910
H -0.831384 1.952471 -1.427878
H 0.258349 1.611415 0.790337
H 0.768407 -1.292813 -0.011858
H 2.210591 0.205350 -1.365584
H 3.178106 -0.643436 -0.133278
H 2.728178 1.055391 0.110634
H 0.602955 -0.687907 2.250747

Atoms 1-2, force components in eV/Å:
C 0.068 -0.064 0.042
C -0.192 0.047 0.078

Values from the calculation:
charge: 0
frontier orbital gap: 11.020 eV
SMILES: C[C@@H]1C[C@@H]1[C@@H](C)O
energy relative to the best compared isomer or geometry (same formula, charge and spin): 1.052 eV

[10]
Here is 2 unconnected molecules or ions with the total composition C6H12O from OMol25. Energies are from ωB97M-V/def2-TZVPD.

Geometry (Å):
C -1.827326 -1.701743 -0.911816
O -1.193351 -1.127035 0.216833
C -0.301697 -0.177670 -0.097472
C 0.135493 0.422517 -1.214024
C 1.098753 1.300151 -0.435445
C 0.582675 0.580106 0.855549
C -0.107498 1.443704 1.900105
H -1.086282 -2.178570 -1.565914
H -2.370278 -0.938553 -1.483799
H -2.526158 -2.450529 -0.536907
H -0.089968 0.335604 -2.271529
H 0.878647 2.374691 -0.452667
H 2.165133 1.150321 -0.642999
H 1.350760 -0.052458 1.319647
H 0.616449 2.078714 2.422947
H -0.856097 2.092017 1.429791
H -0.616299 0.823591 2.645940
H 2.322736 -2.235273 -0.465184
H 1.824306 -1.739585 -0.713057

Atoms 1-2, force components in eV/Å:
C -0.136 -0.123 -0.199
O 0.134 0.083 0.050

Values from the calculation:
charge: 0
frontier orbital gap: 9.675 eV
SMILES: COC1=CC[C@H]1C.[H][H]
energy relative to the best compared isomer or geometry (same formula, charge and spin): 2.761 eV